[1]
ORCA calculation (wB97M-V/def2-TZVPD) on an isolated ion of composition C4H6N4 and charge +2 in a non-equilibrium geometry.

The geometry in XYZ format:
```
14
Properties=species:S:1:pos:R:3:mulliken_charge:R:1
C -0.36613 0.27989 -2.02215 -0.131
C 0.75454 1.26536 1.00040 -0.217
C -0.03506 -0.71497 0.30868 0.384
C -0.66321 0.44484 -0.54632 0.342
N -0.11478 -0.03447 -3.08582 -0.135
N -0.04690 1.67096 0.06598 0.030
N 0.80284 -0.04836 1.18047 -0.022
N -0.23333 -2.00023 0.32265 -0.281
H 1.28665 1.93414 1.53077 0.498
H -1.85924 0.39568 -0.65487 0.366
H -0.35918 2.48079 -0.40358 0.271
H 1.41462 -0.61479 1.76373 0.263
H -1.00380 -2.47206 -0.28139 0.354
H 0.42298 -2.58677 0.82146 0.278
```

Values from the calculation:
Energy in eV: -10185.2921
Highest occupied orbital energy in Ha: -0.76340
Frontier orbital gap in eV: 10.0
Relative energy (zero: lowest compared OMol25 entry of this formula, charge and spin) in kcal/mol: 7.3
SMILES: N#C[C@@H]1NC=[NH+]C1=[NH2+]
LUMO level in eV: -10.78
Net charge: +2
2S+1: 1



[2]
ORCA calculation (wB97M-V/def2-TZVPD) on CNO4S2Sc as an isolated structure in a non-equilibrium geometry.

The geometry in XYZ format:
```
9
Properties=species:S:1:pos:R:3:mulliken_charge:R:1
Sc -0.03021 1.43012 0.76358 1.902
N -2.08010 -0.49414 -1.23374 -0.109
S -1.59184 0.80645 -1.95989 0.580
O -0.66532 1.69403 -1.08438 -0.557
S -1.86058 -1.17351 0.17072 0.558
O -0.77840 -0.41584 1.02440 -0.524
O 1.87477 0.45358 0.73971 -0.563
C 2.27199 -0.65619 0.82608 0.825
O 2.85969 -1.64449 0.75351 -0.113
```

Values from the calculation:
Energy in eV: -53070.7056
Highest occupied orbital energy (alpha / beta) in Ha: -0.65751 / -0.65754
Frontier orbital gap (alpha / beta) in eV: 7.2 / 7.2
Relative energy (zero: lowest compared OMol25 entry of this formula, charge and spin) in kcal/mol: 0.0
LUMO level (alpha / beta) in eV: -10.67 / -10.67
Net charge: +2
2S+1: 1



[3]
ORCA calculation (wB97M-V/def2-TZVPD) on a single C3H5BrO molecule in a non-equilibrium geometry.

The geometry in XYZ format:
```
10
Properties=species:S:1:pos:R:3:mulliken_charge:R:1
C 0.28005 1.69564 -0.25980 -0.104
C -0.28976 -0.52993 0.56841 -1.058
C 0.60702 0.23989 -0.41985 -0.037
O -0.61207 2.14126 0.40163 -0.431
Br 2.49610 0.02931 0.05226 -0.127
H 0.86609 2.49674 -0.69449 0.423
H -0.54842 -0.06217 1.53378 0.296
H -0.01541 -1.59136 0.73952 0.354
H -1.33195 -0.73823 0.19662 0.318
H 0.63282 0.02813 -1.40411 0.366
```

Values from the calculation:
Energy in eV: -75281.0754
Highest occupied orbital energy in Ha: -0.37343
Frontier orbital gap in eV: 10.5
Relative energy (zero: lowest compared OMol25 entry of this formula, charge and spin) in kcal/mol: 4.7
SMILES: C[C@H](Br)C=O
LUMO level in eV: 0.38
2S+1: 1



[4]
ORCA calculation (wB97M-V/def2-TZVPD) on a 9-piece molecular cluster, C23H59I2NO11S8 overall.

The geometry in XYZ format:
```
104
Properties=species:S:1:pos:R:3:mulliken_charge:R:1
C 1.20313 -0.73841 -5.02265 -0.959
C 2.20937 -0.47141 -6.11516 0.988
N 3.11930 -1.32310 -6.36141 -0.710
C 2.04280 0.81824 -6.89534 -0.842
O 2.17267 1.98803 -6.06970 -0.327
C 3.40820 2.19313 -5.56764 0.626
O 4.40343 1.66502 -5.95966 -0.491
O 3.37350 3.12367 -4.58516 -0.211
C 2.49718 2.80975 -3.50384 -0.606
I 1.96307 4.64504 -2.56613 0.092
C 3.06622 1.78598 -2.53448 -0.439
C 2.11364 1.52225 -1.35690 -0.953
I 5.02610 2.31161 -1.88514 0.211
H 0.19259 -0.47904 -5.35415 0.341
H 1.42398 -0.14855 -4.12555 -0.001
H 1.24345 -1.79748 -4.75908 0.358
H 3.75249 -0.98349 -7.08649 0.282
H 1.02086 0.87461 -7.28248 0.332
H 2.74000 0.86939 -7.73562 0.393
H 1.56439 2.40827 -3.90873 0.675
H 3.17967 0.85351 -3.10159 0.244
H 2.44404 2.04545 -0.45953 0.527
H 1.09961 1.86191 -1.59701 0.183
H 2.07244 0.45156 -1.15338 0.327
C 5.79121 7.02745 -0.93556 -0.855
S 6.66544 5.50798 -0.54521 0.582
O 6.17541 5.06029 0.78261 -0.601
C 8.26916 6.27317 -0.26484 -0.980
H 4.74825 6.76306 -1.09956 0.198
H 5.87685 7.71859 -0.09700 0.330
H 6.20683 7.46245 -1.84452 0.345
H 8.18372 7.01260 0.53141 0.306
H 8.61780 6.73553 -1.18850 0.334
H 8.95704 5.48507 0.03358 0.306
C -1.45526 4.43884 0.58106 -1.036
S -1.67950 2.85289 -0.23016 0.705
O -1.01542 2.96712 -1.55874 -0.590
C -3.43419 3.05019 -0.53514 -0.791
H -0.39513 4.54394 0.80366 0.299
H -1.78039 5.23391 -0.08975 0.273
H -2.03123 4.45668 1.50607 0.397
H -3.58477 3.94703 -1.13335 0.021
H -3.97028 3.12977 0.41032 0.398
H -3.78113 2.17495 -1.08140 0.334
C -1.13771 -1.56966 0.26381 -0.835
S 0.26257 -1.05929 1.25531 0.520
O 1.46929 -1.12632 0.38042 -0.660
C 0.30867 -2.51234 2.30022 -0.551
H -1.30194 -0.80498 -0.49438 0.338
H -0.91505 -2.52600 -0.20986 0.346
H -2.01932 -1.66335 0.89880 0.249
H 0.43980 -3.40126 1.68758 0.177
H -0.61710 -2.57827 2.87260 0.434
H 1.15758 -2.41513 2.97210 -0.034
C -6.23742 -2.03312 1.73737 -1.041
S -5.22750 -3.49061 1.47795 0.589
O -3.80354 -3.05333 1.55241 -0.597
C -5.60952 -3.68280 -0.26729 -1.052
H -6.10048 -1.72315 2.77073 0.304
H -5.91106 -1.24345 1.06031 0.389
H -7.28277 -2.29121 1.57335 0.376
H -5.31306 -2.78218 -0.80519 0.326
H -6.67695 -3.87032 -0.38191 0.369
H -5.04394 -4.53672 -0.63399 0.312
C 3.01151 -5.56829 0.70550 -0.935
S 2.60932 -6.21021 2.33325 0.404
O 1.74379 -5.18607 2.98815 -0.535
C 4.24301 -6.01106 3.03923 -0.899
H 2.09659 -5.56533 0.11641 0.316
H 3.39249 -4.55154 0.80125 0.288
H 3.74929 -6.21811 0.23515 0.399
H 4.55832 -4.97115 2.96009 0.288
H 4.94705 -6.67351 2.53565 0.443
H 4.17594 -6.28429 4.09009 0.252
C 4.45345 -1.91745 6.90657 -0.914
S 4.39480 -3.64818 6.42857 0.458
O 5.32810 -3.81150 5.28125 -0.598
C 2.73828 -3.59301 5.73498 -0.652
H 5.43968 -1.72457 7.32333 0.327
H 4.29416 -1.29572 6.02584 0.287
H 3.69037 -1.72574 7.66077 0.344
H 2.70761 -2.84385 4.94428 0.085
H 2.02475 -3.35476 6.52431 0.455
H 2.50963 -4.56888 5.31182 0.185
C -7.37255 -7.21249 3.65883 -0.876
S -7.64291 -5.63366 4.47202 0.436
O -7.74339 -4.61612 3.39283 -0.545
C -5.98687 -5.48563 5.15245 -0.875
H -8.28495 -7.46427 3.12251 0.320
H -6.54228 -7.11811 2.95926 0.249
H -7.16410 -7.97571 4.40843 0.361
H -5.25991 -5.51450 4.34096 0.241
H -5.81203 -6.29448 5.86180 0.391
H -5.92968 -4.52857 5.66659 0.306
C -6.15219 7.04852 -3.68395 -0.945
S -5.00692 5.82591 -3.03784 0.509
O -5.08224 5.90021 -1.55310 -0.612
C -3.50317 6.67924 -3.52090 -0.859
H -7.15835 6.71612 -3.43829 0.336
H -5.95396 8.01240 -3.21570 0.300
H -6.03865 7.11173 -4.76594 0.358
H -3.48561 7.66721 -3.06104 0.313
H -3.46364 6.75554 -4.60734 0.378
H -2.66183 6.08592 -3.16658 0.239
```

Values from the calculation:
Energy in eV: -151697.1733
Highest occupied orbital energy in Ha: -0.30517
Frontier orbital gap in eV: 8.8
LUMO level in eV: 0.46
2S+1: 1



Question: Which value of energy does entry 1 give?
Answer: -10185.2921 eV



Question: The lowest energy belongs to which entry?
Answer: C23H59I2NO11S8



Question: Which formula does entry 4 have?
Answer: C23H59I2NO11S8